[1]
CH2O2S | ωB97M-V with the def2-TZVPD basis set

Cartesian coordinates (Å):
H1 1.13908 -0.98207 1.26028
C1 0.44412 -0.07185 1.08170
O1 -1.00043 1.32394 -1.17869
H2 1.05481 0.82591 0.89025
O2 -1.19780 -1.13957 -1.19971
S1 -0.43979 0.04364 -0.85384

Calculated values
**HOMO level (alpha / beta)**: -9.04 / -11.88 eV
**Relative energy (zero: lowest compared OMol25 entry of this formula, charge and spin)**: 238.89 kJ/mol
**HOMO-LUMO gap (alpha / beta)**: 9.52 / 9.03 eV
**Multiplicity**: 3

---

[2]
C21H28N2O3 | ωB97M-V with the def2-TZVPD basis set

Cartesian coordinates (Å):
C1 0.61607 0.51395 2.48317
H1 -2.95524 -3.30558 -1.31663
C2 0.73735 -1.65972 0.80980
H2 -2.15558 0.69332 -0.22476
H3 3.05939 -0.54273 4.50702
H4 -3.89147 0.45933 -0.49855
H5 -4.70698 -3.30671 -1.49144
C3 -3.73893 -1.50818 -2.18297
H6 2.83786 0.92894 -1.69441
C4 3.76135 -0.32051 3.70590
C5 1.01973 -0.24718 -2.22910
C6 1.86177 0.01309 2.13293
H7 2.51273 4.19179 1.53507
C7 1.77961 0.78586 -1.64517
H8 -3.51425 -1.85942 -3.19086
H9 4.97666 1.50152 1.99907
H10 -3.95183 -3.03646 0.91393
H11 3.70802 4.66434 0.29755
H12 4.04420 -1.25666 3.23050
H13 3.65812 1.60496 0.82586
H14 1.37254 -1.06541 -2.82178
C8 -3.85058 -2.68911 -1.21806
C9 1.89670 -1.09007 1.28739
O1 -0.36499 1.11946 -1.14212
C10 1.07070 2.83028 -0.19182
H15 -4.67029 -0.93404 -2.19478
C11 -4.00653 -2.19505 0.22119
H16 0.79002 -2.51325 0.14787
C12 -2.91765 -0.04028 -0.47315
C13 4.12289 0.97343 1.57850
H17 -1.50061 0.37946 2.31227
O2 -1.26733 -1.66660 -3.19299
H18 0.55264 1.36357 3.15131
C14 2.66522 4.40813 0.47045
C15 0.88770 1.59012 -0.99876
C16 3.12491 0.62651 2.68424
H19 -1.45069 -2.45054 -0.04409
O3 2.39528 3.27857 -0.32105
N1 -2.66855 -0.61911 -1.76978
H20 2.85435 1.55356 3.20440
H21 -3.18678 -0.72502 1.56420
C17 -0.28996 -0.01202 -1.89283
C18 -1.43781 -0.82867 -2.31596
H22 4.48884 0.07280 1.09246
H23 2.02822 5.25501 0.18730
C19 -2.93482 -1.16341 0.59228
C20 -0.55614 -0.04681 2.00955
C21 -0.51641 -1.15217 1.16131
H24 0.36207 3.60410 -0.53485
H25 -4.98641 -1.72611 0.33536
H26 2.84427 -1.51352 0.99108
H27 4.65196 0.13046 4.13894
N2 -1.64826 -1.80561 0.70877
H28 0.83942 2.61048 0.86574

Calculated values
**HOMO level**: -7.66 eV
**Relative energy (zero: lowest compared OMol25 entry of this formula, charge and spin)**: 242.95 kJ/mol
**SMILES**: COCc1ccc(C(=O)N2CCC[C@@H](Nc3ccc(C(C)C)cc3)C2)o1
**HOMO-LUMO gap**: 8.39 eV

---

[3]
C29H24AlBrF4I2P | ωB97M-V with the def2-TZVPD basis set

Cartesian coordinates (Å):
H1 1.52068 0.43471 1.00133
C1 0.14154 3.54391 1.57480
H2 -0.28581 1.54617 2.21819
H3 -1.81183 -2.02163 -1.87826
H4 -3.39802 1.91514 -1.19577
C2 -2.40333 -1.55833 1.93060
H5 5.85596 0.60389 -1.29733
H6 -1.21335 2.45833 -1.88091
I1 2.40216 -2.89240 -1.85888
H7 0.44308 5.46832 0.67136
H8 2.06343 2.36630 -0.39243
C3 2.13368 -1.63376 2.54824
H9 0.52205 3.84991 2.54183
H10 1.16923 -1.13506 2.42526
C4 -3.48156 -1.46100 -3.08963
C5 -3.23059 -1.85032 2.99617
H11 -0.41413 4.76141 -1.53973
C6 -0.83319 2.75648 -0.91046
H12 -3.50831 -2.40632 -3.61750
C7 -2.48319 -0.02539 -1.42720
C8 0.10018 4.45139 0.52104
C9 2.79667 -1.95689 1.18174
H13 4.73370 -2.57974 1.95361
Br1 -1.44250 -2.99116 1.18219
C10 -0.80951 1.85229 0.14653
C11 3.99472 1.61616 -0.94792
C12 -2.34764 -0.27006 1.38321
C13 -4.02842 0.39460 3.00364
C14 -4.39471 -0.46121 -3.39336
C15 4.54354 -0.58337 -0.09417
F1 -4.82349 -1.15315 4.55980
C16 2.76066 1.53956 -0.33088
C17 3.89344 -2.99699 1.39258
Al1 0.83575 -1.07402 -0.86102
F2 -3.31012 1.90924 1.42664
H14 4.27296 2.49855 -1.51117
C18 -4.03528 -0.87159 3.54646
C19 2.41827 0.39489 0.39172
C20 -2.52438 -1.24042 -2.11249
H15 -5.07526 1.52607 -2.95049
F3 -3.28400 -3.07201 3.49921
C21 1.67526 -2.46861 0.28035
F4 -4.81647 1.33062 3.49552
H16 2.73245 -0.61923 -4.69684
I2 0.76336 0.22547 -3.21086
C22 -3.41009 0.97113 -1.72622
C23 1.86626 -1.18895 -4.34812
H17 2.78461 -0.98969 3.14466
C24 -4.35883 0.74947 -2.71392
H18 5.24805 -1.40463 -0.03997
C25 -3.20687 0.67972 1.93071
H19 3.49373 -3.83919 1.95832
C26 -0.30991 2.24752 1.38871
H20 -5.13952 -0.62734 -4.16276
C27 3.30346 -0.68503 0.51879
P1 -1.28516 0.11658 -0.07008
C28 4.88462 0.55479 -0.81679
H21 1.21075 -1.41268 -5.19336
C29 -0.38426 4.05740 -0.71719
H22 1.95077 -2.55371 3.10610
H23 1.26639 -3.41438 0.62556
H24 4.26830 -3.38176 0.44087

Calculated values
**HOMO level**: -9.86 eV
**Relative energy (zero: lowest compared OMol25 entry of this formula, charge and spin)**: 6.25 kJ/mol
**HOMO-LUMO gap**: 6.62 eV
**Total charge**: +1

---

[4]
C3H2N2O2 | ωB97M-V with the def2-TZVPD basis set

Cartesian coordinates (Å):
H1 -0.23268 1.88846 0.03148
H2 -2.04611 -0.02605 -0.08678
N1 -0.46027 -1.44721 0.03513
O1 -1.01961 -2.50143 -0.00690
C1 -0.21431 0.79685 0.03120
C2 -1.03393 -0.25821 -0.07031
O2 1.95565 1.63730 0.00018
C3 1.37573 0.56031 0.03398
N2 1.67553 -0.65002 0.03202

Calculated values
**HOMO level (alpha / beta)**: -10.17 / -10.17 eV
**Relative energy (zero: lowest compared OMol25 entry of this formula, charge and spin)**: 685.35 kJ/mol
**HOMO-LUMO gap (alpha / beta)**: 7.74 / 7.74 eV

---

[5]
C2H9N2O | ωB97M-V with the def2-TZVPD basis set

Cartesian coordinates (Å):
H1 0.95291 -1.71286 0.32308
H2 -1.32554 2.22877 2.37100
H3 1.08484 -1.63905 -2.14026
H4 0.26501 1.62519 1.98735
N1 1.30254 -0.91191 -0.20263
O1 -1.18301 0.88594 0.67568
H5 -1.06735 -1.23291 -1.46484
H6 -0.71939 0.30809 -1.01727
H7 -0.92121 0.34124 2.50946
N2 -0.55467 -0.40600 -1.76007
C1 0.83829 -0.69742 -1.62724
H8 0.63719 -0.22683 0.31761
C2 -0.78285 1.28718 1.91617
H9 1.47325 0.15057 -1.88804

Calculated values
**HOMO level**: -2.75 eV
**Relative energy (zero: lowest compared OMol25 entry of this formula, charge and spin)**: 92.00 kJ/mol
**HOMO-LUMO gap**: 7.28 eV
**Total charge**: -1